# C5H11N2S

A gas-phase ion, C5H11N2S (charge +1) (ωB97M-V/def2-TZVPD, OMol25).

Last column: natural (NBO) charge in e.
Element x y z (Å)
C -0.426 1.480 -0.979  0.1135
C -1.728 1.772 -0.775  -0.5871
C -2.389 0.287 1.348  0.0010
C 2.056 -1.206 -0.426  -0.6173
C 1.613 0.118 -1.020  -0.2140
N -2.912 -0.642 2.113  -0.6708
N 0.208 0.335 -0.725  -0.5785
S -2.905 0.586 -0.226  0.4834
H 0.207 2.281 -1.341  0.2317
H -2.158 2.707 -1.078  0.2597
H -1.556 0.860 1.736  0.2528
H 1.509 -2.032 -0.879  0.2112
H 3.113 -1.363 -0.613  0.2422
H 1.894 -1.217 0.649  0.2097
H 1.788 0.120 -2.103  0.2003
H 2.188 0.943 -0.587  0.2059
H -2.587 -0.819 3.054  0.4390
H -3.702 -1.182 1.786  0.4278
H -0.338 -0.500 -0.561  0.3896

Calculated values
E_HOMO   -12.26 eV
Net charge   +1

=====

# C4H9NO2

2 unconnected molecules or ions with the total composition C4H9NO2 (ωB97M-V/def2-TZVPD, OMol25).

Last column: natural (NBO) charge in e.
Element x y z (Å)
O -1.159 -0.132 -1.671  -0.5281
C -0.743 0.972 -1.424  0.4944
N -0.402 1.465 -0.158  -0.4154
C -0.486 0.566 0.807  -0.1479
C 1.079 -0.258 1.087  0.2481
C 1.609 -0.728 -0.261  -0.6761
O 0.849 -1.170 1.899  -0.4616
H -0.672 1.720 -2.225  0.1260
H -3.739 -2.364 -0.593  -0.0001
H -0.684 1.195 1.671  0.2406
H -1.138 -0.295 0.698  0.2347
H 1.667 0.583 1.500  0.1788
H 0.828 -1.169 -0.887  0.2455
H 1.970 0.138 -0.821  0.2153
H 2.327 -1.515 -0.070  0.2466
H -3.058 -2.184 -0.367  -0.0005

Calculated values
E_HOMO   -10.14 eV

=====

Energy above the lowest of the compared OMol25 structures with the same formula, charge and spin values (in kcal/mol) by entry order: 24.3, 140.9.
Frontier orbital gap values (in eV) by entry order: 7.84, 7.48.